Entry 1:
A cluster of 2 separate species, C6H16 in total at a distorted geometry, computed with ωB97M-V with the def2-TZVPD basis set.

- orbital gap (eV) = 11.79
- structure (SMILES) = CCC.CCC
- E_HOMO (eV) = -10.685
- ΔE to the lowest compared entry with this formula, charge and spin (kcal per mole) = 53.9

The geometry in ORCA input format:
```
! wB97M-V def2-TZVPD RIJCOSX def2/J DEFGRID3
* xyz 0 1
C 1.647 1.076 0.952
C 0.606 2.035 1.618
C -0.887 1.901 1.210
H 1.493 0.064 0.415
H 2.191 1.629 0.124
H 2.497 0.714 1.634
H 0.797 1.805 2.672
H 1.032 3.046 1.379
H -1.483 1.676 2.111
H -1.324 2.870 0.834
H -1.014 0.971 0.490
C 0.180 -1.612 -2.371
C -0.257 -2.221 -0.995
C -1.261 -1.224 -0.380
H 0.267 -0.555 -2.305
H -0.928 -1.619 -2.893
H 0.980 -2.018 -2.843
H -0.736 -3.276 -0.870
H 0.615 -2.306 -0.383
H -0.774 -0.273 -0.122
H -2.106 -0.972 -1.054
H -1.675 -1.486 0.607
*
```

Entry 2:
A cluster of 2 separate species, C6H16 in total at a distorted geometry, computed with ωB97M-V with the def2-TZVPD basis set.

- orbital gap (eV) = 11.84
- structure (SMILES) = CC(C)C.CC
- E_HOMO (eV) = -10.771
- ΔE to the lowest compared entry with this formula, charge and spin (kcal per mole) = 14.2

The geometry in ORCA input format:
```
! wB97M-V def2-TZVPD RIJCOSX def2/J DEFGRID3
* xyz 0 1
C 0.034 1.829 1.321
C -0.277 1.079 0.057
C -1.409 1.758 -0.772
C 0.973 0.728 -0.778
H 0.578 2.778 1.234
H 0.834 1.301 1.897
H -0.854 1.898 1.938
H -0.666 0.087 0.346
H -0.871 2.472 -1.415
H -1.969 1.090 -1.419
H -2.023 2.353 -0.108
H 1.810 0.217 -0.299
H 0.613 0.185 -1.659
H 1.331 1.683 -1.173
C 0.997 -2.406 0.411
C -0.361 -2.754 -0.220
H 1.360 -3.260 0.960
H 1.593 -2.162 -0.479
H 0.854 -1.547 1.068
H -0.835 -1.845 -0.623
H -0.988 -3.011 0.659
H -0.315 -3.552 -0.951
*
```

Entry 3:
A cluster of 2 separate species, C6H16 in total at a distorted geometry, computed with ωB97M-V with the def2-TZVPD basis set.

- orbital gap (eV) = 12.62
- structure (SMILES) = CCC.CCC
- E_HOMO (eV) = -11.343
- ΔE to the lowest compared entry with this formula, charge and spin (kcal per mole) = 8.6

The geometry in ORCA input format:
```
! wB97M-V def2-TZVPD RIJCOSX def2/J DEFGRID3
* xyz 0 1
C -2.774 -4.725 -1.842
C -1.267 -4.882 -1.399
C -0.328 -3.990 -2.290
H -3.459 -5.252 -1.156
H -2.945 -5.097 -2.866
H -3.009 -3.648 -1.815
H -1.133 -4.564 -0.347
H -1.032 -5.962 -1.457
H -0.152 -4.449 -3.277
H 0.625 -3.969 -1.736
H -0.671 -2.952 -2.441
C 1.365 4.979 0.674
C 0.907 4.413 2.007
C 1.993 4.113 3.010
H 0.526 5.259 0.015
H 1.949 4.184 0.180
H 2.014 5.860 0.810
H 0.169 5.119 2.433
H 0.372 3.476 1.759
H 1.614 3.634 3.928
H 2.536 5.032 3.290
H 2.699 3.423 2.519
*
```

Entry 4:
A cluster of 2 separate species, C6H16 in total at a distorted geometry, computed with ωB97M-V with the def2-TZVPD basis set.

- orbital gap (eV) = 12.14
- structure (SMILES) = CCC.CCC
- E_HOMO (eV) = -10.996
- ΔE to the lowest compared entry with this formula, charge and spin (kcal per mole) = 26.5

The geometry in ORCA input format:
```
! wB97M-V def2-TZVPD RIJCOSX def2/J DEFGRID3
* xyz 0 1
C -0.839 -0.886 -1.877
C -0.463 -1.801 -0.735
C 0.782 -2.597 -1.159
H -1.435 -1.452 -2.592
H -1.446 -0.119 -1.534
H 0.044 -0.363 -2.322
H -0.404 -1.201 0.225
H -1.160 -2.618 -0.582
H 1.784 -2.207 -1.057
H 0.773 -3.619 -0.821
H 0.737 -2.865 -2.229
C -0.903 2.035 0.682
C 0.537 1.585 0.823
C 0.914 1.707 2.305
H -1.510 1.131 0.991
H -1.314 2.312 -0.290
H -1.172 2.727 1.411
H 0.752 0.633 0.397
H 1.296 2.237 0.265
H 0.325 0.915 2.744
H 1.975 1.484 2.364
H 0.611 2.670 2.607
*
```

Entry 5:
A cluster of 2 separate species, C6H16 in total at a distorted geometry, computed with ωB97M-V with the def2-TZVPD basis set.

- orbital gap (eV) = 12.26
- structure (SMILES) = CCC.CCC
- E_HOMO (eV) = -11.107
- ΔE to the lowest compared entry with this formula, charge and spin (kcal per mole) = 10.5

The geometry in ORCA input format:
```
! wB97M-V def2-TZVPD RIJCOSX def2/J DEFGRID3
* xyz 0 1
C 1.471 -0.340 -2.386
C 0.471 0.819 -2.376
C 0.412 1.620 -1.079
H 2.477 0.061 -2.467
H 1.256 -0.992 -3.228
H 1.315 -0.997 -1.525
H 0.739 1.484 -3.198
H -0.534 0.457 -2.612
H -0.112 2.558 -1.224
H -0.061 1.019 -0.309
H 1.402 1.975 -0.782
C -0.843 0.564 2.139
C -1.238 -0.783 1.551
C -0.396 -1.972 1.996
H -0.548 0.493 3.190
H -1.608 1.332 2.037
H 0.049 0.952 1.645
H -2.317 -0.912 1.726
H -1.314 -0.686 0.457
H 0.537 -1.904 1.474
H -0.223 -1.839 3.067
H -0.936 -2.909 1.903
*
```

Entry 6:
A cluster of 2 separate species, C6H16 in total at a distorted geometry, computed with ωB97M-V with the def2-TZVPD basis set.

- orbital gap (eV) = 12.33
- structure (SMILES) = CC(C)C.CC
- E_HOMO (eV) = -11.210
- ΔE to the lowest compared entry with this formula, charge and spin (kcal per mole) = 9.2

The geometry in ORCA input format:
```
! wB97M-V def2-TZVPD RIJCOSX def2/J DEFGRID3
* xyz 0 1
C -1.336 -0.264 1.364
C 0.131 -0.159 1.751
C 0.934 0.500 0.626
C 0.296 0.586 3.051
H -1.419 -0.749 0.392
H -1.791 0.723 1.302
H -1.892 -0.876 2.075
H 0.468 -1.198 1.901
H 0.556 1.521 0.581
H 2.006 0.529 0.839
H 0.705 0.107 -0.366
H -0.182 0.069 3.890
H 1.329 0.727 3.363
H -0.184 1.569 3.038
C 0.684 -0.812 -3.080
C -0.535 0.107 -2.953
H 0.449 -1.765 -3.550
H 1.566 -0.356 -3.518
H 1.016 -1.087 -2.082
H -1.434 -0.423 -3.314
H -0.565 1.090 -3.407
H -0.801 0.162 -1.903
*
```

Entry 7:
A cluster of 2 separate species, C6H16 in total at a distorted geometry, computed with ωB97M-V with the def2-TZVPD basis set.

- orbital gap (eV) = 11.62
- structure (SMILES) = CC(C)C.CC
- E_HOMO (eV) = -10.542
- ΔE to the lowest compared entry with this formula, charge and spin (kcal per mole) = 28.9

The geometry in ORCA input format:
```
! wB97M-V def2-TZVPD RIJCOSX def2/J DEFGRID3
* xyz 0 1
C -0.494 0.179 -1.870
C -0.708 -0.727 -0.645
C -1.423 0.080 0.435
C -1.310 -2.063 -0.911
H 0.481 0.056 -2.259
H -0.653 1.246 -1.553
H -1.236 0.141 -2.671
H 0.264 -1.062 -0.223
H -2.488 0.285 0.069
H -1.513 -0.507 1.419
H -0.980 1.015 0.922
H -0.860 -2.540 -1.823
H -1.273 -2.725 -0.023
H -2.391 -1.921 -1.264
C 2.198 0.726 0.849
C 1.630 1.644 1.995
H 3.188 0.269 0.958
H 1.434 -0.178 0.666
H 2.217 1.234 -0.119
H 2.162 2.645 2.024
H 1.759 1.098 2.944
H 0.526 1.909 1.816
*
```

Entry 8:
A cluster of 2 separate species, C6H16 in total at a distorted geometry, computed with ωB97M-V with the def2-TZVPD basis set.

- orbital gap (alpha / beta) (eV) = 12.35 / 5.03
- E_HOMO (alpha / beta) (eV) = -15.210 / -15.202
- ΔE to the lowest compared entry with this formula, charge and spin (kcal per mole) = 10.9

The geometry in ORCA input format:
```
! wB97M-V def2-TZVPD RIJCOSX def2/J DEFGRID3
* xyz 1 2
C 1.687 0.673 0.047
C 2.911 0.319 0.867
C 1.526 -0.068 -1.340
C 0.452 0.303 0.809
H 1.835 1.728 -0.237
H 2.929 0.627 1.923
H 3.755 0.864 0.480
H 1.622 -1.140 -1.197
H 0.560 0.203 -1.778
H 2.224 0.348 -2.073
H 0.601 0.128 1.871
H -0.382 1.008 0.554
H -0.169 -0.558 0.480
H 3.093 -0.754 0.919
C -2.780 0.211 -0.536
C -2.912 -1.125 0.196
H -3.342 0.306 -1.453
H -2.994 1.030 0.148
H -1.725 0.405 -0.761
H -3.178 -1.909 -0.517
H -3.716 -1.108 0.931
H -1.997 -1.491 0.665
*
```

no.,DFT total energy (a.u.)
1,-238.11062
2,-238.17395
3,-238.18276
4,-238.15435
5,-238.17979
6,-238.18194
7,-238.15042
8,-237.78260